(1)
{"formula": "C4H8O2", "method": "ωB97M-V with the def2-TZVPD basis set", "lumo_ev": 0.351, "relative_energy_kcal_mol": 97.71, "symbols": ["C", "O", "C", "C", "C", "O", "H", "H", "H", "H", "H", "H", "H", "H"], "coordinates": [[-1.338, -0.390, 1.562], [-0.011, -0.708, 1.095], [0.055, -1.339, -0.031], [0.155, 1.666, -1.190], [1.469, -1.562, -0.429], [2.078, -0.852, -1.201], [-1.352, -0.576, 2.636], [-1.510, 0.669, 1.360], [-2.061, -1.011, 1.031], [-0.499, 0.797, -1.302], [-0.366, 2.564, -1.530], [0.442, 1.780, -0.141], [1.055, 1.496, -1.783], [1.883, -2.535, -0.077]]}


(2)
{"formula": "C4H8O2", "method": "ωB97M-V with the def2-TZVPD basis set", "lumo_ev": 0.908, "relative_energy_kcal_mol": 52.28, "smiles": "CO/C=C/CO", "symbols": ["C", "O", "C", "C", "C", "O", "H", "H", "H", "H", "H", "H", "H", "H"], "coordinates": [[-2.642, 0.232, -0.006], [-1.475, -0.186, -0.676], [-0.348, -0.138, 0.062], [0.828, -0.578, -0.411], [2.154, -0.416, 0.230], [2.880, 0.599, -0.443], [-3.533, 0.225, -0.695], [-2.428, 1.331, 0.362], [-2.878, -0.353, 0.897], [-0.429, 0.329, 1.037], [0.801, -0.930, -1.432], [2.037, -0.152, 1.311], [2.723, -1.351, 0.199], [2.313, 1.387, -0.435]]}


(3)
{"formula": "C4H8O2", "method": "ωB97M-V with the def2-TZVPD basis set", "lumo_ev": 0.766, "relative_energy_kcal_mol": 48.98, "smiles": "C[C@H]1[C@@H](O)[C@H]1O", "symbols": ["C", "C", "C", "O", "C", "O", "H", "H", "H", "H", "H", "H", "H", "H"], "coordinates": [[-0.818, 1.206, 0.494], [0.511, 0.681, -0.070], [0.990, -0.754, 0.149], [0.195, -1.599, 0.935], [0.362, -0.357, -1.152], [-0.933, -0.822, -1.332], [-1.066, 2.163, 0.010], [-1.731, 0.602, 0.308], [-0.787, 1.368, 1.575], [1.361, 1.369, -0.186], [2.053, -1.028, 0.164], [-0.010, -1.113, 1.744], [0.939, -0.309, -2.074], [-1.064, -1.408, -0.565]]}


(4)
{"formula": "C4H8O2", "method": "ωB97M-V with the def2-TZVPD basis set", "lumo_ev": 0.954, "relative_energy_kcal_mol": 64.56, "smiles": "O[C@H]1CCOC1", "symbols": ["O", "C", "C", "C", "O", "C", "H", "H", "H", "H", "H", "H", "H", "H"], "coordinates": [[0.696, -1.263, -1.107], [0.494, 0.117, -0.901], [-0.933, 0.440, -0.482], [-1.085, -0.273, 0.801], [0.512, -0.388, 1.380], [1.228, 0.428, 0.474], [0.835, -1.598, -0.203], [0.845, 0.657, -1.790], [-1.846, -0.111, -0.827], [-1.115, 1.524, -0.497], [-1.224, -1.338, 0.659], [-1.923, 0.172, 1.381], [1.214, 1.476, 0.817], [2.277, 0.133, 0.303]]}


(5)
{"formula": "C4H8O2", "method": "ωB97M-V with the def2-TZVPD basis set", "lumo_ev": 1.042, "relative_energy_kcal_mol": 57.32, "smiles": "CO[C@H]1C[C@H]1O", "symbols": ["C", "O", "C", "C", "C", "O", "H", "H", "H", "H", "H", "H", "H", "H"], "coordinates": [[-1.164, 1.617, 0.558], [-0.503, 0.921, -0.477], [0.611, 0.241, -0.003], [0.348, -1.151, 0.535], [1.053, -0.960, -0.779], [0.488, -1.325, -1.996], [-0.622, 2.536, 0.829], [-1.264, 0.994, 1.458], [-2.160, 1.887, 0.195], [1.369, 0.868, 0.473], [-0.702, -1.433, 0.468], [0.874, -1.554, 1.395], [2.124, -1.146, -0.796], [-0.451, -1.495, -1.858]]}


(6)
{"formula": "C4H8O2", "method": "ωB97M-V with the def2-TZVPD basis set", "lumo_ev": 0.748, "relative_energy_kcal_mol": 61.24, "smiles": "C[C@@]1(O)C[C@H]1O", "symbols": ["C", "C", "O", "C", "C", "O", "H", "H", "H", "H", "H", "H", "H", "H"], "coordinates": [[-0.976, 0.182, -0.895], [-0.166, 0.534, 0.323], [-0.137, 1.835, 0.890], [-0.011, -0.567, 1.307], [1.039, -0.430, 0.205], [1.044, -1.438, -0.801], [-2.055, 0.129, -0.763], [-0.526, -0.778, -1.164], [-0.707, 0.860, -1.710], [-0.302, 2.514, 0.213], [0.286, -0.277, 2.317], [-0.759, -1.357, 1.294], [2.043, -0.130, 0.461], [1.388, -1.171, -1.674]]}


(7)
{"formula": "C4H8O2", "method": "ωB97M-V with the def2-TZVPD basis set", "lumo_ev": 0.993, "relative_energy_kcal_mol": 36.87, "smiles": "CCOCC=O", "symbols": ["C", "C", "O", "C", "C", "O", "H", "H", "H", "H", "H", "H", "H", "H"], "coordinates": [[0.938, -1.474, -1.251], [0.516, -0.119, -0.718], [-0.815, -0.241, -0.243], [-1.249, 0.846, 0.529], [-0.448, 1.014, 1.811], [-0.107, 2.088, 2.243], [0.394, -1.728, -2.166], [0.720, -2.240, -0.501], [2.010, -1.490, -1.466], [1.183, 0.188, 0.104], [0.584, 0.659, -1.496], [-2.285, 0.619, 0.812], [-1.234, 1.806, -0.008], [-0.208, 0.071, 2.350]]}


(8)
{"formula": "C4H8O2", "method": "ωB97M-V with the def2-TZVPD basis set", "lumo_ev": 0.692, "relative_energy_kcal_mol": 28.80, "smiles": "O=CCCCO", "symbols": ["O", "C", "C", "C", "C", "O", "H", "H", "H", "H", "H", "H", "H", "H"], "coordinates": [[0.383, 1.731, -0.998], [1.264, 0.899, -0.918], [1.169, -0.299, 0.001], [-0.237, -0.898, -0.021], [-1.296, -0.174, 0.825], [-1.942, 0.909, 0.201], [2.147, 0.949, -1.576], [1.926, -1.018, -0.331], [1.530, 0.027, 0.996], [-0.591, -0.876, -1.063], [-0.189, -1.955, 0.257], [-0.809, 0.122, 1.769], [-2.095, -0.882, 1.065], [-1.260, 1.465, -0.208]]}